# 1
Formula: C7H14N2
Source: OMol25
Level of theory: ωB97M-V with the def2-TZVPD basis set

The highest occupied orbital energy is -8.5 eV. As for the HOMO-LUMO gap: 9.39 eV. Its relative energy (zero: lowest compared OMol25 entry of this formula, charge and spin) is 238.8 kJ/mol. Its multiplicity is 1.

Last column: Löwdin charge in e.
Atoms and positions in Å:
C (-1.621629, 2.039329, 1.061659)  -0.2695
C (-1.357165, 2.358304, -0.469542)  -0.1229
C (-1.291688, 0.513662, 1.200852)  -0.1419
H (-0.825610, 2.656154, 1.645000)  0.1206
H (-2.609421, 2.366406, 1.300284)  0.0704
H (-1.748149, 1.500661, -1.123800)  0.0893
H (-2.163952, 0.025599, 1.669845)  0.0560
H (-1.074191, -0.030363, 0.254159)  0.0357
H (-0.282817, 2.355094, -0.511707)  0.0404
H (-1.771112, 3.211294, -0.804813)  0.0091
H (-0.325989, 0.264042, 1.870889)  0.1080
C (1.595053, -2.644787, 0.975781)  -0.0307
C (1.611798, 0.282319, -1.053815)  -0.2144
C (1.352119, -1.591921, -0.089850)  -0.3936
C (0.659909, -1.701695, -1.239904)  -0.0826
N (2.022708, -0.370344, 0.031294)  0.1014
N (0.837347, -0.476255, -1.931119)  0.0604
H (1.916919, 1.279096, -1.477873)  0.1287
H (0.442297, -0.246752, -2.788739)  0.1110
H (0.138178, -2.448441, -1.763246)  0.0986
H (2.367979, -2.602345, 1.698149)  0.0535
H (1.483598, -3.756192, 0.292326)  0.1542
H (0.643811, -2.982876, 1.254177)  0.0185

Atoms 1-3, force components in eV/Å:
C 3.07 0.12 -1.59
C 0.43 -4.18 1.58
C 1.11 -0.66 1.91

# 2
Formula: CH8N3
Source: OMol25
Level of theory: ωB97M-V with the def2-TZVPD basis set

The highest occupied orbital energy is -15.3 eV. As for the HOMO-LUMO gap: 11.82 eV. As for the net charge: +1. Its relative energy (zero: lowest compared OMol25 entry of this formula, charge and spin) is 152.0 kJ/mol. Its multiplicity is 1.

Last column: Löwdin charge in e.
Atoms and positions in Å:
C (-0.628664, -0.288204, -0.339229)  -0.2672
N (-1.182774, -0.701901, 0.825171)  0.1318
N (-1.084999, 0.939917, -0.760863)  0.1424
N (1.356789, -0.012547, 0.007645)  0.1501
H (-0.528941, -0.982979, -1.229347)  0.1811
H (-1.061988, -1.656900, 1.119935)  0.1227
H (-1.057246, -0.025840, 1.548782)  0.1152
H (-1.447697, 1.604701, -0.144190)  0.1041
H (-0.509589, 1.321544, -1.401294)  0.0613
H (1.653001, -0.851931, 0.349005)  0.0527
H (1.612679, 0.204330, -0.952481)  0.1027
H (1.592154, 0.759361, 0.610526)  0.1030

Atoms 1-3, force components in eV/Å:
C -2.00 0.50 -0.75
N 0.79 -0.50 -0.73
N -0.19 -2.86 1.25

# 3
Formula: C19H32BIN2O15
Source: OMol25
Level of theory: ωB97M-V with the def2-TZVPD basis set

The highest occupied orbital energy is -8.6 eV. As for the HOMO-LUMO gap: 8.56 eV. Its multiplicity is 1.

Last column: Löwdin charge in e.
Atoms and positions in Å:
C (0.062773, -2.655539, -0.777689)  -0.0839
N (-1.324512, -2.466823, -0.328002)  -0.0935
C (-2.316666, -2.275685, -1.408071)  -0.0796
B (-1.760784, -3.334672, 0.735836)  -0.8113
O (-2.615707, -2.860334, 1.713478)  0.1466
N (-1.306662, -4.752517, 0.921440)  -0.2992
I (-1.479476, -5.898519, -0.751239)  1.0997
C (-0.164789, -5.003539, 1.652675)  -0.7129
O (0.672537, -5.844155, 1.446562)  0.0401
O (-0.099104, -4.122155, 2.692791)  0.0983
H (0.753539, -2.197974, -0.062517)  0.0754
H (0.207414, -2.121128, -1.720589)  0.0846
H (0.359877, -3.701362, -0.917194)  0.0441
H (-3.175636, -2.940971, -1.319059)  0.0510
H (-2.692711, -1.248173, -1.447917)  0.0814
H (-1.857455, -2.522964, -2.370663)  0.0923
H (-3.276185, -2.272136, 1.320677)  0.1142
H (0.580682, -4.472219, 3.289503)  0.1328
C (-1.082773, -0.458971, 3.483237)  -0.0037
C (-0.029865, 0.179990, 2.614739)  -0.3070
C (0.866382, 1.190023, 3.300948)  -0.0844
O (1.203523, 2.080586, 2.229358)  0.0326
C (0.204148, 2.026174, 1.316153)  -0.5670
O (0.083035, 2.787680, 0.407623)  0.1465
O (-0.622290, 0.999649, 1.580625)  0.0933
H (-1.537328, -1.290797, 2.949919)  0.0591
H (-0.633394, -0.837600, 4.401696)  0.0960
H (-1.859564, 0.263359, 3.736598)  0.0960
H (0.568079, -0.585216, 2.112848)  0.1557
H (1.772853, 0.758744, 3.718169)  0.1391
H (0.336953, 1.753279, 4.073311)  0.1401
C (-6.613304, 1.331069, -1.049135)  -0.0206
C (-6.392462, 0.360356, -2.181772)  -0.3217
C (-7.592891, -0.489143, -2.553165)  -0.0901
O (-6.982873, -1.694907, -3.028565)  0.0702
C (-5.773111, -1.812379, -2.436293)  -0.5545
O (-5.098464, -2.789648, -2.454059)  0.1597
O (-5.440320, -0.658009, -1.814438)  0.0728
H (-5.777737, 2.022651, -0.955132)  0.0868
H (-7.520466, 1.910513, -1.222840)  0.0909
H (-6.710852, 0.792020, -0.106765)  0.0932
H (-5.996545, 0.871928, -3.062628)  0.1581
H (-8.214215, -0.057192, -3.332570)  0.1383
H (-8.207673, -0.728058, -1.681856)  0.1399
C (4.101967, 2.865289, 2.044519)  -0.0237
C (5.590918, 3.082663, 2.127184)  -0.3186
C (6.382569, 2.557749, 0.945700)  -0.0961
O (7.638698, 2.216370, 1.539878)  0.0620
C (7.418856, 1.938196, 2.849311)  -0.5654
O (8.208197, 1.432138, 3.575260)  0.1689
O (6.170453, 2.321057, 3.204509)  0.0828
H (3.571684, 3.409826, 2.823023)  0.0875
H (3.720700, 3.201133, 1.081672)  0.0876
H (3.873493, 1.807091, 2.160737)  0.0901
H (5.825556, 4.134892, 2.310394)  0.1572
H (6.534133, 3.291171, 0.157694)  0.1361
H (5.932773, 1.652464, 0.528027)  0.1390
C (2.364632, 2.065215, -4.500543)  -0.0206
C (1.950364, 1.510718, -3.160731)  -0.3174
C (2.685396, 2.087051, -1.967628)  -0.0978
O (2.682403, 0.990439, -1.045934)  0.0495
C (2.596726, -0.157498, -1.760756)  -0.5630
O (2.744766, -1.245245, -1.308962)  0.1585
O (2.292938, 0.113922, -3.048331)  0.0860
H (1.682220, 1.745396, -5.286225)  0.0854
H (2.366515, 3.155235, -4.471217)  0.0908
H (3.363508, 1.713771, -4.759624)  0.0932
H (0.870221, 1.593211, -3.019031)  0.1604
H (2.192464, 2.945970, -1.520750)  0.1316
H (3.721869, 2.336541, -2.214202)  0.1370

Atoms 1-3, force components in eV/Å:
C -0.06 0.47 0.05
N 0.01 -1.12 -0.34
C 0.14 0.25 0.08

# 4
Formula: C21H40Cl3LuN4O4Si
Source: OMol25
Level of theory: ωB97M-V with the def2-TZVPD basis set

The highest occupied orbital energy (alpha / beta) is -5.6 / -5.6 eV. As for the HOMO-LUMO gap (alpha / beta): 5.80 / 5.80 eV. Its relative energy (zero: lowest compared OMol25 entry of this formula, charge and spin) is 0.0 kJ/mol. Its multiplicity is 1.

Last column: Löwdin charge in e.
Atoms and positions in Å:
C (3.372661, 1.865664, -1.755386)  -0.0494
C (2.961155, 0.448538, -2.026618)  -0.2571
H (4.427902, 2.079512, -1.918948)  0.0644
H (3.110257, 2.037077, -0.700392)  0.0727
H (2.791126, 2.580746, -2.352172)  0.0795
C (3.775548, -0.591285, -2.242025)  -0.1553
C (5.257089, -0.489861, -2.100089)  -0.1377
H (3.366604, -1.603324, -2.385631)  0.0952
H (5.513470, 0.177412, -1.251301)  0.0689
H (5.752623, -0.087061, -3.003708)  0.0698
H (5.697717, -1.475189, -1.896098)  0.0577
Lu (-1.718415, 0.625152, 1.740347)  1.1252
Cl (-2.345653, 1.744419, -0.535787)  0.0324
Cl (-2.228558, 1.700058, 3.917891)  -0.1034
C (-2.368864, -1.265598, -0.876169)  -0.3131
O (-1.830489, -1.146308, 0.255672)  -0.2034
N (-2.927736, -2.405489, -1.281451)  -0.1498
C (-2.856843, -3.568531, -0.410698)  -0.0258
C (-3.515680, -2.627840, -2.603276)  -0.0318
H (-2.435820, -0.411984, -1.567799)  0.0716
H (-2.865465, -3.266954, 0.638515)  0.0913
H (-1.948149, -4.149520, -0.615112)  0.0889
H (-3.722471, -4.197083, -0.628236)  0.0882
H (-3.606814, -1.679555, -3.147221)  0.0989
H (-4.508414, -3.079455, -2.462317)  0.0896
H (-2.897784, -3.325956, -3.191837)  0.0835
H (3.005113, 0.131143, 1.428650)  0.0872
H (3.143420, -2.647443, 0.280540)  0.0941
C (2.798718, -0.555723, 2.265978)  -0.0205
C (2.782878, -2.838404, 1.301754)  -0.0332
N (2.014684, -1.705359, 1.810436)  -0.1510
H (2.262229, -0.005133, 3.048895)  0.0864
C (0.680792, -1.684401, 1.841387)  -0.2665
O (0.019637, -0.683263, 2.236387)  -0.2412
H (2.150719, -3.732851, 1.300314)  0.0936
H (0.180578, -2.620378, 1.515680)  0.1517
H (3.747428, -0.944701, 2.655622)  0.0874
H (3.650787, -2.983576, 1.954509)  0.0903
O (1.689166, 0.279038, -0.418136)  -0.3382
C (1.478142, 0.229141, -1.727674)  -0.4827
C (0.848068, -2.210612, -1.582774)  -0.0585
C (0.789838, -1.014389, -2.299784)  -0.1543
H (1.213354, -2.152179, -0.548696)  0.0750
C (0.458278, -3.401509, -2.166168)  -0.1080
H (0.923140, 1.116922, -2.066267)  0.1205
C (0.143080, -0.982998, -3.534906)  -0.0359
H (0.605877, -4.337970, -1.601760)  0.1036
C (-0.076500, -3.401071, -3.456814)  -0.1225
C (-0.276558, -2.175953, -4.128743)  -0.0999
H (-0.006545, -0.010379, -4.023045)  0.1193
H (-0.333697, -4.344723, -3.938412)  0.0940
H (-0.741257, -2.173541, -5.119279)  0.0986
Si (0.327583, 3.852710, 2.195607)  0.2213
Cl (0.358533, 2.014113, 1.060379)  0.4087
C (0.793351, 3.475417, 3.963336)  -0.2245
C (-1.409084, 4.553682, 2.096603)  -0.2308
C (1.620636, 4.993081, 1.521721)  -0.2087
H (1.262353, 2.498360, 4.111514)  0.0245
H (-0.076174, 3.524809, 4.628282)  0.0017
H (1.521269, 4.251577, 4.251682)  0.0334
H (2.620325, 4.721840, 1.883482)  0.0386
H (1.378667, 5.996722, 1.895264)  0.0391
H (1.655735, 5.018708, 0.429159)  0.0350
H (-2.113239, 3.976856, 1.490270)  -0.0134
H (-1.381096, 5.575744, 1.686325)  0.0331
H (-1.809379, 4.597405, 3.124853)  0.0174
N (-5.808667, 0.559714, 2.619775)  0.1817
C (-4.901879, 0.731992, 1.623182)  -0.6188
N (-5.189520, 1.477825, 0.537459)  0.1636
O (-3.796239, 0.146785, 1.753107)  -0.2451
H (-6.648336, 1.125242, 2.728588)  0.1197
H (-5.354621, 0.227503, 3.452658)  0.1073
H (-4.396344, 1.675112, -0.097413)  -0.0324
H (-6.054239, 1.967529, 0.416320)  0.1082

Atoms 1-3, force components in eV/Å:
C -0.05 0.13 0.31
C -0.29 -0.91 -1.71
H 0.03 -0.13 -0.01

# 5
Formula: C40H46IrN8P2S3
Source: OMol25
Level of theory: ωB97M-V with the def2-TZVPD basis set

The highest occupied orbital energy (alpha / beta) is -18.4 / -18.4 eV. As for the HOMO-LUMO gap (alpha / beta): 7.59 / 4.83 eV. As for the net charge: +4. Its relative energy (zero: lowest compared OMol25 entry of this formula, charge and spin) is 70.7 kJ/mol. Its multiplicity is 2.

Last column: Löwdin spin population.
Atoms and positions in Å:
Ir (-0.194142, 0.635501, -0.395915)  0.6531
C (-2.228126, -3.346532, -0.556095)  -0.0001
N (-1.491877, -2.064058, -0.501905)  -0.0004
P (-0.719797, -1.390162, 0.815161)  0.0093
C (0.675092, -2.391685, 1.323199)  0.0043
C (1.562575, -1.908065, 2.291707)  0.0008
C (2.612610, -2.697808, 2.725288)  0.0006
C (2.788352, -3.973958, 2.198190)  0.0024
C (1.913509, -4.456488, 1.236373)  0.0001
C (0.861331, -3.667770, 0.792025)  0.0032
C (-1.886201, -1.425341, 2.185355)  -0.0001
C (-3.250445, -1.517071, 1.870294)  0.0008
C (-4.183724, -1.723319, 2.873034)  0.0000
C (-3.771122, -1.804831, 4.199976)  0.0020
C (-2.425916, -1.687649, 4.521174)  0.0000
C (-1.481522, -1.517705, 3.518394)  0.0011
P (-1.424359, -0.899539, -1.720987)  0.0238
C (-3.046696, -0.406892, -2.291312)  0.0119
C (-3.422114, 0.929795, -2.423966)  0.0001
C (-4.651152, 1.252421, -2.978486)  -0.0002
C (-5.508668, 0.245565, -3.400189)  -0.0003
C (-5.132180, -1.088438, -3.289182)  0.0011
C (-3.900346, -1.418956, -2.752704)  0.0029
C (-0.626503, -1.651997, -3.123580)  0.0013
C (0.235085, -2.741641, -2.955080)  0.0010
C (0.743720, -3.396291, -4.063466)  0.0006
C (0.412052, -2.957358, -5.341361)  0.0035
C (-0.428714, -1.863903, -5.514553)  -0.0003
C (-0.957389, -1.213631, -4.411378)  0.0029
H (-1.994016, -3.933410, 0.329483)  -0.0001
H (-1.927492, -3.905001, -1.442401)  0.0000
H (-3.303722, -3.182869, -0.577121)  0.0000
H (1.436592, -0.913821, 2.703045)  0.0003
H (3.291512, -2.331265, 3.483904)  0.0000
H (3.604320, -4.593734, 2.545483)  0.0001
H (2.042692, -5.453623, 0.837252)  0.0000
H (0.188813, -4.065428, 0.045092)  0.0001
H (-3.581132, -1.432259, 0.843244)  0.0000
H (-5.230562, -1.840297, 2.622328)  0.0000
H (-4.499418, -1.983738, 4.980527)  0.0001
H (-2.105928, -1.772333, 5.551046)  0.0000
H (-0.434254, -1.505969, 3.784852)  0.0001
H (-2.758914, 1.720846, -2.105022)  -0.0001
H (-4.941396, 2.288873, -3.087165)  0.0000
H (-6.467700, 0.499749, -3.831686)  0.0000
H (-5.792366, -1.870025, -3.640395)  0.0003
H (-3.599317, -2.459314, -2.729931)  0.0000
H (0.487479, -3.092982, -1.961077)  0.0000
H (1.384048, -4.259430, -3.937468)  0.0000
H (0.799495, -3.480104, -6.206153)  0.0001
H (-0.695734, -1.538984, -6.511258)  -0.0001
H (-1.649170, -0.391511, -4.551711)  0.0000
N (-0.292074, 3.238104, 2.090991)  0.0036
N (-1.391501, 2.702597, 2.763631)  0.0000
C (-2.289932, 1.926303, 2.173551)  0.0077
N (-3.403422, 1.651527, 2.830303)  -0.0005
S (-2.265574, 1.268023, 0.556324)  0.0127
H (0.549256, 2.965835, 2.585464)  -0.0001
H (-0.359266, 4.251437, 2.131908)  0.0000
H (-1.566017, 2.984554, 3.722291)  0.0003
H (-3.655764, 2.114133, 3.693510)  0.0003
H (-4.039952, 0.953965, 2.473149)  0.0000
C (2.843336, -1.566196, -0.818000)  -0.0002
C (2.366744, -0.640021, -1.881009)  0.0020
N (1.379576, 0.240820, -1.809304)  0.0083
C (1.256490, 0.969740, -2.984482)  -0.0006
C (2.134826, 0.619782, -3.949556)  0.0020
S (3.156091, -0.618594, -3.385465)  0.0012
C (0.318658, 2.076616, -2.975474)  0.0032
C (0.063398, 2.958023, -3.969090)  0.0015
S (-0.890282, 4.229632, -3.368658)  0.0120
C (-0.929728, 3.538616, -1.821503)  0.0133
N (-0.281947, 2.372722, -1.755558)  0.0279
C (-1.579696, 4.331746, -0.741431)  0.0028
H (2.310222, -1.411961, 0.110343)  -0.0003
H (3.909470, -1.404723, -0.646004)  0.0000
H (2.722744, -2.605114, -1.129081)  0.0000
H (2.254114, 1.046026, -4.932941)  0.0001
H (0.424848, 2.946485, -4.985006)  0.0001
H (-2.165693, 5.138365, -1.180210)  0.0000
H (-0.806442, 4.787740, -0.124830)  0.0009
H (-2.227152, 3.727606, -0.117184)  0.0012
N (1.421844, 1.007972, 0.792262)  0.0852
C (2.394372, 1.357247, 1.341119)  0.0204
N (3.465350, 1.717279, 1.932296)  0.0532
C (4.626104, 2.259427, 1.154997)  0.0033
C (5.112212, 3.549142, 1.796354)  0.0020
C (5.396228, 3.352915, 3.283014)  0.0002
C (4.157547, 2.840547, 4.012645)  0.0016
C (3.663872, 1.539245, 3.399503)  0.0038
H (4.299306, 2.401342, 0.124885)  0.0000
H (5.404384, 1.493471, 1.179413)  0.0021
H (4.363808, 4.333684, 1.651863)  0.0000
H (6.012506, 3.865908, 1.269272)  0.0001
H (5.725000, 4.292056, 3.724759)  0.0002
H (6.219441, 2.644113, 3.412680)  0.0001
H (3.360957, 3.590379, 3.975599)  0.0000
H (4.376466, 2.656250, 5.064826)  0.0000
H (2.721000, 1.201598, 3.831212)  0.0000
H (4.407132, 0.748076, 3.521728)  0.0024

Atoms 1-3, force components in eV/Å:
Ir 0.40 -0.29 -0.26
C -0.01 -0.03 0.03
N -0.04 0.07 -0.08